# 1
{"formula": "C33H35AlB2N3O24", "method": "ωB97M-V/def2-TZVPD", "energy_ev": -96353.2530, "lumo_ev": -0.32, "gap_ev": 4.224, "molar_mass_g_mol": 906.2, "total_charge": -1, "species": ["H", "H", "H", "H", "H", "H", "O", "C", "H", "N", "H", "O", "O", "C", "H", "C", "H", "H", "H", "H", "O", "H", "C", "O", "C", "O", "C", "C", "O", "O", "C", "B", "O", "O", "O", "O", "O", "C", "H", "C", "H", "H", "H", "C", "N", "O", "C", "C", "H", "H", "C", "H", "H", "H", "B", "O", "C", "O", "C", "C", "C", "O", "H", "C", "O", "H", "C", "C", "O", "H", "H", "H", "C", "C", "O", "H", "H", "C", "O", "C", "C", "C", "H", "O", "H", "C", "O", "C", "N", "C", "C", "H", "O", "C", "Al", "H", "H", "C"], "xyz": [[2.337, -0.791, 2.911], [3.620, -2.817, 2.375], [5.126, 6.060, -2.444], [5.582, 4.566, 0.807], [2.319, 0.114, 0.285], [-7.577, -1.182, -0.821], [3.167, 7.846, -2.722], [2.618, 7.583, -0.479], [-10.280, -4.729, -0.390], [-3.559, -1.597, 1.008], [8.927, -2.798, 0.296], [-9.256, 0.756, -1.627], [-11.954, -3.336, -4.277], [5.903, 1.149, 4.397], [0.927, -1.815, 2.411], [-5.832, -0.452, -1.900], [-5.677, 2.471, -3.836], [-1.838, -3.198, 1.822], [7.119, 2.991, 4.289], [1.789, 8.707, -1.680], [-7.344, -3.016, -3.414], [-9.534, 1.566, -2.104], [1.572, -4.368, 1.015], [5.668, 4.821, -0.135], [7.123, 0.181, 0.734], [3.660, -3.778, 2.406], [-7.442, 1.695, -2.833], [-10.947, -3.470, -3.602], [6.438, 3.344, 3.677], [-7.800, -4.080, -1.113], [8.687, -1.746, 0.347], [2.343, -4.286, 2.332], [0.779, -1.062, -1.866], [6.951, 1.227, 5.026], [4.152, 5.422, 1.854], [-5.046, -1.342, -1.638], [3.080, -0.959, 3.545], [4.525, 6.287, -1.575], [-3.022, -1.986, -1.349], [-9.617, -3.099, -4.011], [-1.398, -1.835, -1.424], [-6.824, -3.285, -2.627], [-1.668, -3.649, 0.150], [5.540, 2.367, 3.576], [-1.490, -0.400, 0.926], [1.690, 8.489, -0.730], [-1.435, -2.852, 0.866], [-7.974, 0.607, -1.913], [-4.188, -2.157, 0.445], [-1.556, -0.296, 1.930], [4.726, 5.708, -0.379], [-3.911, -0.645, 1.000], [-12.913, -4.092, -2.773], [-9.479, -2.656, -4.987], [1.348, -1.306, -0.595], [-3.989, 0.575, -3.008], [3.915, 0.049, 3.612], [5.987, 0.477, 1.046], [4.443, 2.420, 2.817], [-8.805, -3.938, -1.786], [-11.152, -4.078, -2.224], [-12.419, -4.359, -1.970], [0.858, -5.193, 0.988], [-5.277, 0.670, -2.765], [-8.257, 2.538, -3.174], [5.650, -1.566, 1.089], [9.384, 0.693, 0.124], [3.572, 1.265, 2.763], [10.867, -1.054, -0.258], [5.282, -0.848, 4.977], [0.167, -0.314, -1.836], [0.927, -4.308, 3.685], [7.454, -1.303, 0.665], [9.714, -0.789, 0.055], [10.423, 1.462, -0.159], [4.189, 3.286, 2.226], [-1.831, 0.421, 0.444], [3.462, 7.249, -1.700], [6.451, -2.102, 0.933], [2.814, 7.007, 0.717], [8.163, 1.145, 0.440], [-8.600, -3.319, -3.161], [2.216, 7.235, 1.587], [1.801, -4.697, 3.565], [-3.618, -0.172, -2.486], [5.025, 0.017, 4.381], [2.540, -0.594, -0.341], [3.869, 6.031, 0.838], [-2.241, -1.430, -1.022], [-2.190, -1.590, 0.455], [-7.205, -0.395, -1.463], [2.246, -4.406, 0.160], [2.569, 1.210, 2.081], [-6.056, 1.673, -3.215], [0.558, -2.583, 0.959], [11.155, 0.838, -0.349], [7.922, 2.197, 0.494], [-10.141, -4.298, -1.372]]}



# 2
{"formula": "C2H8NO2PS", "method": "ωB97M-V/def2-TZVPD", "de_lowest_kcal_mol": 113.82, "energy_ev": -27910.9326, "smiles": "C[C@H](NO)P(O)S", "lumo_ev": 0.66, "gap_ev": 9.584, "molar_mass_g_mol": 141.1, "total_charge": 0, "species": ["O", "H", "H", "H", "C", "H", "S", "N", "H", "P", "H", "C", "H", "H", "O"], "xyz": [[-2.052, 1.645, -0.429], [-0.169, 0.502, 1.241], [-1.266, -1.275, -0.973], [-2.380, -0.774, 0.480], [-1.240, -0.945, 0.116], [-0.313, 2.356, -0.273], [2.186, -1.386, 1.446], [-0.710, 1.385, -0.656], [-0.777, -1.702, 0.698], [1.417, -0.523, -0.419], [2.658, -2.419, 0.811], [-0.200, 0.206, 0.248], [-2.606, 1.210, -1.123], [3.218, 0.827, -0.552], [2.234, 0.893, -0.616]]}



# 3
{"formula": "C19H39O2P3RuS", "method": "ωB97M-V/def2-TZVPD", "de_lowest_kcal_mol": 0.00, "energy_ev": -65668.0634, "lumo_ev": [-13.85, -16.59], "gap_ev": [5.874, 4.561], "molar_mass_g_mol": 525.6, "s2": 6.04, "total_charge": 4, "spin_multiplicity": 5, "species": ["H", "H", "H", "C", "C", "C", "H", "C", "C", "H", "C", "H", "H", "H", "C", "H", "H", "C", "H", "H", "C", "C", "P", "H", "H", "H", "C", "H", "Ru", "C", "H", "H", "S", "C", "H", "H", "P", "H", "H", "H", "C", "H", "O", "H", "H", "H", "P", "H", "C", "H", "H", "H", "H", "H", "C", "H", "H", "H", "C", "H", "O", "C", "H", "H", "C"], "xyz": [[-4.117, 0.295, -1.054], [-2.866, 1.273, 3.624], [-1.341, -1.802, 3.330], [-1.659, -1.402, 0.514], [0.257, 2.728, -2.122], [-1.023, 3.205, 0.321], [-3.334, 0.090, 2.359], [-0.054, 1.772, 3.317], [-2.858, -2.367, -2.158], [4.446, -1.526, -1.172], [2.967, 0.590, -2.502], [1.016, 1.566, 3.290], [1.807, -4.026, 1.298], [3.586, -2.142, 2.560], [-1.779, 2.912, -0.819], [-1.526, 3.456, 1.247], [0.957, 3.612, 1.084], [3.494, 0.742, 0.293], [-1.416, -0.532, 4.582], [4.038, 0.401, -2.653], [-1.132, 2.640, -2.027], [0.231, -1.751, -1.386], [-2.197, -0.654, -2.135], [-3.455, 1.400, -2.278], [2.290, -2.253, 3.815], [0.167, -1.113, 3.986], [0.377, 3.290, 0.235], [-2.891, 1.757, 1.895], [-0.536, -0.283, -0.491], [1.009, 3.019, -0.980], [-2.300, -0.561, -4.536], [0.742, 2.626, -3.085], [1.406, -1.686, 1.642], [3.382, -1.755, -1.041], [2.394, 0.131, -3.307], [-1.716, 2.464, -2.933], [2.459, -0.168, -0.915], [-2.039, -3.092, -2.172], [-3.470, -2.502, -3.061], [-1.044, 0.534, -3.884], [0.925, -3.423, 1.533], [4.498, 0.847, -0.132], [-2.386, -2.147, 1.056], [0.476, -3.731, 2.482], [2.778, 1.667, -2.489], [-2.859, 2.957, -0.763], [-0.934, 0.436, 2.427], [3.057, 1.733, 0.454], [-1.496, -0.456, -3.796], [-0.254, 2.736, 2.842], [-3.475, -2.543, -1.273], [-4.414, -0.021, -2.786], [3.246, -2.361, -0.141], [3.548, 0.211, 1.249], [-3.689, 0.361, -2.052], [-0.409, 1.791, 4.357], [2.091, 3.128, -1.048], [-0.737, -1.220, -3.975], [-2.687, 0.941, 2.595], [2.862, -0.649, 3.253], [0.577, -2.703, -1.973], [-0.866, -0.892, 3.705], [3.017, -2.318, -1.903], [0.190, -3.538, 0.733], [2.669, -1.690, 2.963]]}



# 4
{"formula": "C24H38LiN3O5P2S2", "method": "ωB97M-V/def2-TZVPD", "de_lowest_kcal_mol": 45.80, "energy_ev": -80670.4889, "lumo_ev": 0.15, "gap_ev": 7.985, "molar_mass_g_mol": 581.6, "total_charge": 0, "species": ["H", "H", "H", "C", "C", "C", "C", "C", "H", "S", "O", "N", "H", "H", "H", "H", "C", "C", "H", "H", "C", "H", "C", "H", "H", "H", "N", "H", "H", "H", "C", "H", "H", "P", "H", "C", "O", "C", "H", "H", "H", "H", "Li", "C", "H", "C", "H", "O", "C", "C", "N", "H", "P", "C", "O", "S", "O", "H", "C", "H", "H", "H", "C", "C", "C", "H", "H", "H", "C", "C", "H", "H", "H", "C", "H"], "xyz": [[15.206, 5.840, 15.410], [10.205, 7.914, 6.576], [19.976, 9.827, 15.063], [20.779, 6.728, 16.496], [17.905, 6.847, 7.824], [15.980, 7.890, 13.706], [16.218, 5.931, 15.236], [16.419, 6.464, 13.814], [26.812, 5.976, 12.662], [19.238, 8.608, 12.215], [18.920, 7.461, 15.067], [15.200, 6.632, 6.565], [16.706, 8.619, 14.076], [21.073, 8.638, 9.101], [22.454, 9.478, 8.387], [20.176, 5.869, 16.539], [15.459, 6.963, 7.810], [13.867, 6.865, 6.377], [17.983, 5.486, 11.366], [15.038, 7.983, 14.192], [24.658, 3.936, 6.851], [15.750, 5.982, 13.133], [13.038, 6.689, 5.261], [23.986, 7.709, 9.281], [24.883, 2.907, 6.628], [19.256, 8.299, 16.896], [19.048, 6.129, 9.750], [23.866, 4.088, 6.191], [21.042, 6.943, 17.555], [15.922, 8.217, 12.641], [24.363, 4.050, 8.320], [21.332, 8.670, 14.644], [26.054, 7.557, 12.283], [19.074, 7.045, 13.466], [20.024, 6.760, 8.028], [24.669, 5.841, 12.373], [17.696, 6.299, 13.223], [22.091, 8.474, 8.716], [17.903, 6.971, 6.768], [23.174, 8.656, 10.519], [23.778, 6.434, 12.632], [23.672, 3.269, 8.539], [20.584, 6.719, 10.983], [16.654, 6.254, 9.858], [13.413, 6.202, 4.402], [11.273, 7.648, 6.505], [16.858, 5.037, 15.427], [22.460, 6.694, 10.151], [13.384, 7.427, 7.590], [25.881, 6.607, 12.874], [14.413, 7.510, 8.460], [15.777, 6.097, 10.364], [23.269, 5.288, 10.272], [17.902, 5.922, 10.364], [23.901, 5.283, 8.740], [20.410, 5.542, 13.195], [24.677, 5.769, 10.963], [24.539, 4.834, 12.767], [19.084, 6.655, 8.571], [21.273, 9.421, 16.329], [25.447, 4.487, 6.408], [14.497, 7.935, 9.371], [16.679, 6.721, 8.529], [20.696, 9.071, 15.460], [23.042, 7.920, 9.696], [21.711, 6.673, 15.887], [11.651, 8.244, 8.579], [25.800, 6.765, 13.966], [12.003, 7.802, 7.643], [11.757, 7.018, 5.347], [16.565, 6.614, 15.994], [25.321, 3.955, 8.845], [11.038, 6.854, 4.530], [19.878, 7.900, 16.053], [22.198, 7.870, 7.828]]}



# 5
{"formula": "C17H41ClO6P", "method": "ωB97M-V/def2-TZVPD", "de_lowest_kcal_mol": 0.00, "energy_ev": -52385.1071, "lumo_ev": -2.69, "gap_ev": 9.190, "molar_mass_g_mol": 407.9, "total_charge": 1, "species": ["H", "H", "H", "H", "H", "H", "H", "H", "H", "C", "C", "H", "H", "H", "C", "H", "H", "C", "Cl", "C", "H", "P", "H", "H", "H", "O", "H", "H", "H", "C", "O", "H", "H", "C", "H", "C", "H", "H", "C", "C", "O", "H", "C", "H", "H", "H", "H", "O", "H", "H", "O", "H", "C", "H", "H", "H", "H", "O", "H", "C", "C", "C", "C", "H", "H", "C"], "xyz": [[7.601, 2.146, 2.697], [-0.654, -5.604, -4.788], [2.137, 6.152, -1.630], [-2.191, -3.715, -0.670], [0.184, 6.194, -2.849], [-2.047, 1.903, 2.018], [-0.923, -0.139, 1.650], [2.057, 4.424, -1.942], [5.193, 2.700, 4.626], [-3.108, -4.068, -0.194], [0.152, 5.461, -2.056], [1.510, 5.054, -0.413], [0.280, -5.954, -1.151], [-2.414, 4.757, -1.951], [6.609, 2.297, 2.272], [-1.099, -7.294, -4.992], [5.843, 0.356, 2.775], [5.584, 1.400, 2.945], [-3.117, 1.708, -1.863], [1.554, 5.256, -1.471], [-1.657, -0.449, 0.129], [-2.660, 2.586, -0.153], [-5.558, -3.617, 1.027], [6.337, 3.349, 2.395], [0.176, -4.795, -2.474], [-1.592, 3.672, -0.346], [-2.851, 5.362, -0.341], [4.755, 1.018, 4.903], [-3.196, 0.856, 1.256], [-3.433, -3.230, 1.032], [-1.903, -6.505, -2.576], [-2.107, -5.599, -2.822], [-4.289, -1.777, 0.042], [-4.708, -3.703, 1.709], [-0.354, -7.799, -2.682], [5.497, 1.667, 4.439], [0.678, -0.006, -0.150], [1.435, -6.043, -2.490], [-0.411, -6.624, -4.477], [0.858, 1.747, 0.985], [-3.558, -1.844, 0.665], [4.050, 2.515, 2.474], [-0.555, -6.768, -2.970], [0.605, -6.851, -4.802], [-2.979, -5.117, 0.066], [-3.836, 3.235, 0.226], [-3.910, -3.992, -0.933], [1.369, 1.130, 2.081], [-0.109, 1.373, -0.862], [-0.443, 5.929, -0.001], [4.296, 1.593, 2.338], [-1.256, 6.866, -1.220], [-0.889, 5.874, -0.984], [6.654, 2.094, 1.202], [6.458, 1.498, 4.924], [2.325, 1.289, 2.056], [-0.190, 4.533, -2.502], [1.023, 2.938, 0.768], [-4.928, -3.092, 2.584], [0.396, -5.839, -2.229], [-2.057, 4.932, -0.945], [0.066, 0.860, 0.075], [-1.210, 0.336, 0.720], [-2.604, -3.279, 1.738], [-4.624, -4.743, 2.023], [-2.259, 1.387, 1.088]]}